Record 1
{
  "formula": "C2H12N8",
  "method": "ωB97M-V/def2-TZVPD",
  "elements": ["N", "N", "N", "N", "N", "N", "N", "N", "C", "C", "H", "H", "H", "H", "H", "H", "H", "H", "H", "H", "H", "H"],
  "xyz": [[-0.56064, 1.52251, -1.41866], [-0.28357, 1.58462, 1.36008], [-0.83084, 0.36456, -0.64019], [0.76664, -0.85543, 0.73302], [1.87088, 0.05003, 0.96115], [1.32076, -0.49565, -1.63192], [-0.25543, -2.11858, -0.90912], [-1.93928, -0.08489, 1.37245], [-0.87046, 0.50980, 0.76361], [0.38579, -0.88665, -0.61586], [1.02432, 0.36776, -2.08426], [2.45114, 0.10702, 0.12044], [0.75256, 1.51570, 1.18394], [-0.48365, 1.67317, 2.34770], [-1.10362, -2.00547, -1.44758], [-2.28603, -0.89954, 0.88865], [1.41411, -1.23291, -2.31679], [-1.86927, -0.22038, 2.37162], [2.44231, -0.38192, 1.67893], [-0.10322, 2.25316, -0.87853], [-1.43759, 1.89424, -1.76964], [-0.40488, -2.66113, -0.06906]],
  "atomic_forces_ev_per_a": [[-0.098, -0.174, 0.227], [0.045, -0.092, -0.278], [0.968, -1.044, -0.735], [-0.211, 0.611, 0.607], [-0.102, -0.133, -0.237], [0.027, -0.044, 0.104], [-0.090, -0.133, 0.080], [-0.032, 0.083, 0.193], [0.787, -0.386, 0.692], [-0.905, 1.405, -0.830], [-0.016, -0.064, 0.052], [-0.165, -0.144, 0.014], [-0.311, -0.100, 0.299], [0.021, -0.022, -0.070], [0.092, 0.015, -0.019], [0.021, 0.137, -0.106], [-0.050, 0.026, 0.051], [0.082, -0.001, -0.092], [-0.089, 0.070, -0.038], [-0.065, -0.073, 0.021], [0.105, -0.053, 0.047], [-0.014, 0.114, 0.018]],
  "e_tot_ha": -521.3432,
  "mol_weight_g_mol": 148.17,
  "lumo_energy_ev": 0.94,
  "homo_energy_ev": -6.6,
  "homo_lumo_gap_ev": 7.6,
  "e_above_lowest_kj_mol": 12.9,
  "multiplicity": 1
}

Record 2
{
  "formula": "C2H12NO2S",
  "method": "ωB97M-V/def2-TZVPD",
  "elements": ["S", "O", "O", "N", "C", "C", "H", "H", "H", "H", "H", "H", "H", "H", "H", "H", "H", "H"],
  "xyz": [[-0.32588, -0.67442, -2.00437], [-1.09070, 1.31053, 3.32822], [-0.28172, -2.20259, 1.67797], [0.63778, 0.50211, 0.57249], [1.37351, 0.95369, -0.72163], [0.35273, 0.99053, -1.86408], [0.70269, 1.33741, -2.88785], [-0.29459, 1.83860, -1.75884], [-0.64523, 0.74731, 4.03549], [1.22332, 0.79208, 1.40195], [0.31161, -2.92891, 1.54442], [-1.01777, -2.38135, 0.97761], [-1.97400, 1.01174, 3.40467], [0.45461, -0.55049, 0.73650], [-1.17057, -0.28091, -3.01284], [1.79201, 1.95994, -0.63946], [-0.25981, 1.00484, 0.64291], [2.24935, 0.19696, -0.91739]],
  "atomic_forces_ev_per_a": [[-1.109, 0.617, -0.991], [2.439, -1.007, 1.162], [-2.282, 0.695, -2.243], [1.203, 0.187, 0.796], [0.999, -1.505, -1.036], [1.225, 0.222, -1.255], [0.829, -0.936, 1.296], [-1.289, -0.007, 1.037], [-0.645, 1.220, -1.304], [-0.901, -0.249, -0.920], [0.635, -0.846, 0.031], [1.772, 0.396, 1.930], [-1.699, -0.285, -0.030], [0.099, 1.320, -0.506], [0.307, -0.666, 0.607], [-0.052, -0.258, 0.751], [0.263, -0.309, 0.222], [-1.795, 1.411, 0.454]],
  "e_tot_ha": -686.5543,
  "mol_weight_g_mol": 114.19,
  "lumo_energy_ev": -3.20,
  "homo_energy_ev": -13.2,
  "homo_lumo_gap_ev": 10.0,
  "e_above_lowest_kj_mol": 109.3,
  "multiplicity": 1,
  "total_charge": 1
}